58
Properties=species:S:1:pos:R:3:forces:R:3 method="wB97M-V/def2-TZVPD" de_lowest_kcal_mol=13.5 e_tot_ev=-32894.7818 homo_lumo_gap_ev=8.781 largest_force_ev_per_a=0.71 smiles="COc1ccccc1NC(=O)NC1(C(=O)N2CCCCCC2)CCCCC1" multiplicity=1
C -3.342611 0.429709 1.905203 -0.293 0.003 -0.040
H -3.734469 -0.047887 2.808958 0.034 0.035 -0.025
C -0.101037 -4.284115 -2.230730 -0.231 0.165 -0.030
H -0.400052 -2.453330 -3.313676 -0.048 0.035 -0.102
H -0.817666 -4.854176 -2.824246 0.036 -0.076 -0.008
C 1.128318 1.061677 3.546002 0.098 -0.036 -0.055
H -2.082447 3.017556 -1.655763 -0.056 0.013 -0.009
H -3.630946 1.486260 1.897313 0.024 -0.042 0.012
C -0.414257 2.943451 -0.277154 -0.082 0.124 -0.165
H 2.180722 0.883442 3.403513 0.025 -0.016 -0.025
O -1.400320 -0.909132 -1.166130 -0.272 -0.126 0.227
C -1.149329 0.794243 2.786883 0.077 -0.031 -0.042
H 1.373735 2.136133 5.374048 0.067 0.030 0.062
C 1.845485 -0.545572 1.089279 0.050 -0.084 -0.218
C 0.188089 -2.908725 -0.141571 -0.388 0.104 -0.210
C -0.770632 -3.764977 -0.965722 0.055 -0.169 0.043
C -0.685115 1.978221 4.822209 0.094 0.051 0.101
H 0.687689 3.702324 -1.985541 0.028 0.119 -0.083
N 0.193062 0.503202 -1.826113 -0.150 0.092 -0.161
H 2.830981 -1.579123 -0.281925 -0.073 0.099 0.083
H 1.360858 4.130633 -0.418782 -0.001 0.042 -0.080
C -0.208407 -0.674633 -1.300167 0.286 -0.068 -0.248
C 0.666671 1.761542 4.650094 -0.155 0.073 0.084
C 1.451803 -2.323527 -2.220848 -0.152 0.188 -0.160
H 1.002898 -3.535365 0.233191 0.060 0.073 -0.005
H 1.871394 -1.526352 -2.835361 0.090 0.023 0.073
H -0.167007 2.288748 0.559045 -0.016 0.022 0.079
O -1.950738 0.274254 1.802171 0.647 0.044 0.176
H 2.001211 1.758306 -0.029190 0.063 0.007 0.045
H -0.455903 2.014463 -3.077198 0.049 -0.051 0.031
H -2.649328 1.671825 4.040476 -0.102 -0.010 -0.034
C 0.839383 -1.748522 -0.929642 0.008 -0.286 0.375
H -0.867519 3.841653 0.147806 0.000 -0.041 0.087
H -2.100506 1.642838 -0.549401 -0.103 0.006 -0.033
C 0.429671 -3.107349 -3.039276 0.203 -0.201 0.096
H 1.608298 1.393459 -3.031459 -0.007 -0.066 0.060
C 1.529701 1.026753 -1.999791 0.690 0.138 0.079
H 0.725691 -4.950259 -1.970102 0.048 -0.081 -0.031
H 2.264753 0.238033 -1.860310 -0.120 0.143 -0.168
H -1.112519 -4.599770 -0.350432 -0.042 -0.003 0.019
O 2.865626 -0.350036 1.721318 0.228 0.126 0.355
N 0.599107 -0.130400 1.460773 -0.413 -0.129 -0.202
H -1.047229 2.523242 5.680820 -0.029 0.044 0.071
H 2.861987 2.545945 -1.344910 0.068 -0.049 0.030
H -3.751336 -0.066402 1.025978 -0.038 0.057 0.069
H -0.191578 -0.366172 0.877280 0.027 -0.049 0.067
C 0.889483 3.322264 -0.982272 0.042 -0.101 0.273
C -1.457050 2.264126 -1.171909 0.140 -0.084 -0.023
C -0.864731 1.391651 -2.279571 -0.561 0.065 0.040
N 1.916055 -1.176176 -0.130540 0.207 -0.199 -0.253
H 0.902142 -3.459458 -3.958839 -0.029 0.084 -0.026
H -1.637632 -3.163249 -1.235303 -0.014 -0.102 0.044
C -1.595620 1.495640 3.891596 -0.156 -0.082 -0.166
H 2.267452 -2.996383 -1.939138 0.057 0.008 0.057
C 1.886218 2.164518 -1.034912 -0.095 -0.038 -0.293
H -1.665403 0.773524 -2.696271 0.131 0.137 -0.049
C 0.232456 0.573008 2.609871 -0.088 0.074 0.150
H -0.349552 -2.511554 0.720367 0.084 -0.005 0.058

58
Properties=species:S:1:pos:R:3:forces:R:3 method="wB97M-V/def2-TZVPD" de_lowest_kcal_mol=21.9 e_tot_ev=-32894.4175 homo_lumo_gap_ev=8.891 largest_force_ev_per_a=0.73 smiles="CC[C@H]1Oc2ccccc2N(CC(=O)NCCN2[C@@H](C)CCC[C@@H]2C)C1=O" multiplicity=1
C -2.031264 -2.763224 -4.793431 0.167 0.156 0.030
H -0.877140 3.205371 0.910730 0.060 -0.015 0.039
H -2.019483 -3.288570 -3.841453 -0.032 -0.105 0.041
C -0.147460 1.167113 1.120768 0.104 0.300 -0.077
C -0.489636 -1.248476 3.050032 0.050 0.230 0.355
H -3.063924 -2.544230 -5.054034 -0.134 -0.033 -0.032
O -1.653723 -1.187902 -2.297616 0.078 0.041 0.363
H -2.637922 -0.168066 1.799081 -0.047 -0.041 -0.114
H -3.116415 -0.153352 3.488223 -0.091 -0.060 0.036
N -0.136204 1.159340 2.568335 -0.119 0.170 0.009
H 0.705091 2.651130 4.522740 -0.049 0.103 0.036
O 2.262498 2.722584 -1.072950 0.383 0.028 0.116
H 1.829978 1.755109 2.463934 -0.023 -0.040 0.029
C 1.175430 2.467842 -1.541327 -0.280 -0.013 -0.477
H 0.430597 2.712819 -3.568095 0.131 -0.118 0.094
H 0.895431 3.066721 0.919638 -0.123 0.027 0.036
H 0.813468 -1.190554 4.758472 -0.006 -0.064 0.074
C 2.181832 -1.472549 -0.786851 0.031 -0.021 0.042
H -2.733769 1.367839 2.677654 -0.092 0.127 -0.022
C 1.825983 -0.302969 3.069279 -0.102 0.117 0.025
C 0.896392 -1.348433 3.680904 0.015 -0.023 -0.220
C -0.030568 2.603631 0.577326 0.084 -0.272 0.257
H 0.855098 1.056277 5.262674 -0.040 -0.053 0.148
C 0.589140 -0.326091 -2.175983 -0.230 -0.388 0.141
C -1.222456 -1.476630 -4.693431 -0.221 -0.048 0.287
H -1.175662 -1.949921 3.528451 -0.068 -0.060 -0.043
C -1.008367 0.759393 -3.614615 -0.450 -0.094 -0.010
O -1.448767 1.733040 -4.192534 -0.151 -0.028 -0.123
H -2.816256 -0.377401 -3.719381 0.234 0.095 0.024
C 1.205248 -2.366534 -0.384167 0.040 0.012 -0.009
H -1.276025 -0.919468 -5.630140 0.068 0.058 0.014
N 0.011961 2.572927 -0.866176 -0.334 0.096 0.044
H -0.173817 -1.712977 -4.493166 0.031 0.085 -0.060
C 1.220772 1.113746 3.109794 0.261 0.090 0.132
H -0.852892 -2.958262 -0.614229 -0.109 -0.094 0.014
H 1.313678 -2.346405 3.526116 0.024 -0.002 0.095
H -0.987862 0.438421 4.277668 -0.019 -0.089 -0.014
C 0.986042 1.975366 -2.981099 0.211 0.140 -0.023
H 1.438258 -3.145712 0.324915 0.025 -0.086 0.070
H 1.962634 1.813053 -3.443087 -0.073 0.065 0.133
H 0.673432 0.577049 0.685423 -0.100 -0.034 -0.028
C -0.074425 -2.269356 -0.901531 -0.119 0.167 -0.189
H 2.784047 -0.297226 3.591253 0.095 0.002 -0.051
C 1.269333 1.722647 4.512176 0.045 -0.077 -0.281
H -0.841500 2.309987 -1.336312 0.133 -0.003 -0.071
H -0.432911 -1.496529 1.987103 -0.069 -0.018 -0.094
H 2.017554 -0.573378 2.027802 0.060 -0.017 -0.025
C -1.749286 -0.569731 -3.568368 -0.037 0.065 -0.726
H 3.186095 -1.553570 -0.400947 0.095 0.002 0.039
C -0.382254 -1.265833 -1.807213 0.321 -0.109 0.101
C -2.464564 0.317903 2.756622 0.297 0.003 0.138
N 0.197614 0.755354 -2.987574 0.239 0.140 -0.035
H 2.644224 0.251036 -1.950474 0.062 0.139 -0.027
C -1.012198 0.185353 3.211962 -0.264 -0.241 -0.108
H -1.082800 0.742755 0.755077 0.021 -0.051 -0.061
H 2.300552 1.936482 4.781553 0.110 -0.002 0.095
C 1.877849 -0.453043 -1.673835 -0.069 -0.060 -0.088
H -1.610681 -3.413895 -5.555684 -0.025 -0.101 -0.050